75
Properties=species:S:1:pos:R:3:mulliken_charge:R:1 method="wB97M-V/def2-TZVPD" charge=-1 spin_multiplicity=4 de_lowest_ev=0.000 homo_ev="-3.874 / -4.112" gap_ev="6.4 / 6.7"
C -2.5664 2.9412 1.6464 -1.38
C -1.3863 2.8203 2.5550 0.33
H -3.5116 3.0373 2.1740 0.39
H -2.6217 2.0819 0.9807 0.04
H -2.4562 3.8177 1.0030 0.31
C -1.3907 3.0542 3.8691 0.18
C -2.5404 3.4794 4.7183 -1.57
H -0.4517 2.9477 4.4017 0.40
H -3.4783 3.5401 4.1732 0.37
H -2.3552 4.4609 5.1617 0.32
H -2.6867 2.7923 5.5560 0.28
Co 0.0000 0.0000 0.0000 0.19
Cl 0.7154 1.7432 -1.3486 -0.63
Cl -2.1765 0.1009 -0.8023 -0.51
H 1.8099 -3.3744 -4.0790 0.32
H 0.5896 -1.7435 -5.7200 0.33
C 0.9121 -3.3131 -3.4633 -0.97
C -0.2377 -1.7579 -5.0096 -0.95
N 0.2407 -2.0472 -3.6753 0.25
H 1.1848 -3.3924 -2.4181 0.21
C 0.0529 -1.1815 -2.6756 0.20
O 0.4471 -1.3815 -1.5150 -0.70
H -0.7247 -0.7880 -5.0229 0.27
H -0.4786 -0.2700 -2.9434 0.24
H 0.2517 -4.1387 -3.7288 0.34
H -0.9559 -2.5126 -5.3314 0.33
H -2.8651 0.2262 2.8098 0.13
H -1.3015 0.1151 4.7877 0.16
C -2.6992 -0.8320 2.6246 -0.72
C -1.2317 -0.9569 4.6021 -0.80
N -1.4192 -1.2188 3.1915 0.28
H -2.6854 -0.9929 1.5543 0.14
C -0.4003 -1.5723 2.4207 -0.18
O -0.4379 -1.7050 1.1850 -0.56
H -0.2539 -1.3062 4.9218 0.32
H 0.5242 -1.7768 2.9772 0.53
H -3.4937 -1.4137 3.0915 0.38
H -1.9958 -1.4680 5.1858 0.32
O -0.2963 0.9736 1.5750 0.02
C -0.1374 2.3406 1.8273 -0.20
C 1.7063 1.6711 3.4216 0.42
C 1.1464 2.6203 2.5737 -0.49
H 1.2205 0.7100 3.5021 0.59
C 2.8654 1.9450 4.1333 -0.93
H -0.0858 2.8934 0.8827 0.44
C 1.7918 3.8452 2.4332 -0.31
H 3.2797 1.1976 4.7994 0.41
C 3.4943 3.1753 3.9957 -0.50
C 2.9562 4.1230 3.1342 -0.69
H 1.3718 4.5879 1.7659 0.45
H 4.3986 3.3929 4.5500 0.37
H 3.4436 5.0820 3.0120 0.39
Si -6.7602 -0.6444 -3.2268 0.50
Cl -7.8268 0.5615 -1.8752 -0.36
C -6.5211 -2.3080 -2.4132 -0.92
C -5.1288 0.2024 -3.5549 -0.66
C -7.7897 -0.7794 -4.7788 -0.95
H -5.9627 -2.2170 -1.4832 0.29
H -5.9692 -2.9821 -3.0693 0.32
H -7.4763 -2.7759 -2.1822 0.27
H -8.7582 -1.2316 -4.5728 0.27
H -7.2849 -1.3959 -5.5234 0.33
H -7.9677 0.1990 -5.2214 0.26
H -4.5526 0.3195 -2.6389 0.11
H -5.2762 1.1923 -3.9829 0.29
H -4.5275 -0.3781 -4.2557 0.25
N 2.5511 -0.5718 1.5724 0.07
C 3.8767 -0.6379 1.3643 -0.18
C 4.1281 -0.3448 0.0532 -1.16
C 2.8919 -0.1032 -0.4951 -0.24
N 1.9261 -0.2237 0.4529 0.62
H 2.1496 -0.7818 2.4868 0.12
H 4.6083 -0.8984 2.1179 0.40
H 5.0869 -0.3251 -0.4470 0.40
H 2.7297 0.1304 -1.5365 0.43